{
  "formula": "C23H43ClFeN3O5Si",
  "method": "the ωB97M-V functional and the def2-TZVPD basis",
  "elements": ["O", "C", "C", "C", "H", "C", "H", "C", "H", "C", "H", "C", "H", "H", "C", "C", "H", "H", "H", "C", "C", "H", "H", "H", "H", "Fe", "Cl", "C", "O", "N", "C", "C", "H", "H", "H", "H", "H", "H", "H", "H", "H", "C", "C", "N", "H", "C", "O", "H", "H", "H", "H", "H", "H", "C", "C", "N", "H", "C", "O", "H", "H", "H", "H", "C", "Si", "C", "C", "O", "H", "H", "H", "H", "H", "H", "H", "H", "H"],
  "xyz": [[-1.66, 2.00, -0.33], [-0.96, 2.75, -1.16], [-1.59, 2.69, -2.58], [-2.11, 1.50, -3.06], [-1.99, 0.59, -2.47], [-2.77, 1.48, -4.31], [-3.19, 0.54, -4.66], [-2.86, 2.66, -5.05], [-3.36, 2.64, -6.03], [-2.34, 3.85, -4.56], [-2.40, 4.78, -5.13], [-1.71, 3.87, -3.30], [-1.28, 4.78, -2.88], [-1.03, 3.82, -0.82], [1.51, 3.28, -0.22], [0.74, 2.53, -1.29], [2.33, 3.92, -0.60], [1.95, 2.59, 0.52], [0.82, 3.96, 0.32], [1.29, 2.33, -2.51], [2.74, 2.48, -2.91], [0.65, 2.11, -3.37], [2.90, 3.19, -3.74], [3.15, 1.52, -3.26], [3.38, 2.82, -2.08], [0.51, 0.02, -0.21], [2.71, 0.15, -0.66], [1.72, -2.59, 0.42], [0.91, -1.86, 1.05], [2.46, -3.58, 0.94], [2.50, -3.85, 2.36], [3.39, -4.33, 0.10], [1.89, -2.43, -0.65], [1.83, -3.16, 2.88], [3.52, -3.73, 2.73], [2.19, -4.88, 2.54], [3.25, -4.04, -0.94], [3.21, -5.40, 0.21], [4.43, -4.12, 0.40], [-5.53, -0.28, -0.72], [-4.45, -2.59, -0.32], [-4.51, 0.02, -1.04], [-3.45, -2.16, -0.50], [-3.51, -0.72, -0.30], [-4.36, 1.09, -0.85], [-2.71, -0.11, 0.59], [-1.69, -0.60, 1.10], [-2.72, -2.58, 0.20], [-3.06, 0.92, 0.84], [-4.42, -0.18, -2.12], [-3.17, -2.39, -1.53], [1.32, 1.64, 5.06], [-1.20, 2.56, 5.30], [1.30, 2.27, 4.16], [-1.06, 2.99, 4.30], [-0.03, 2.28, 3.57], [2.03, 1.90, 3.44], [-0.28, 1.62, 2.43], [0.60, 1.06, 1.73], [-2.00, 2.93, 3.75], [-1.34, 1.61, 2.13], [1.56, 3.28, 4.48], [-0.78, 4.04, 4.43], [-1.50, -1.96, -4.08], [-0.23, -2.04, -2.69], [-0.38, -3.82, -2.04], [1.48, -1.80, -3.44], [-0.51, -0.88, -1.60], [-1.31, -2.76, -4.82], [-1.45, -1.00, -4.61], [-2.53, -2.09, -3.72], [-0.24, -4.53, -2.87], [0.37, -4.07, -1.28], [-1.36, -4.03, -1.61], [1.59, -0.76, -3.77], [2.29, -1.99, -2.72], [1.63, -2.46, -4.30]],
  "lowdin_spin": [0.617, 0.073, 0.005, -0.003, 0.000, 0.001, 0.000, -0.002, 0.000, 0.001, 0.000, 0.001, 0.001, 0.028, 0.009, 0.095, 0.002, 0.000, 0.001, 0.032, 0.010, 0.003, 0.001, 0.001, 0.000, 3.825, 0.091, 0.003, 0.032, 0.002, 0.000, 0.000, 0.000, 0.000, 0.000, 0.000, 0.000, 0.000, 0.000, 0.000, 0.000, 0.000, 0.000, 0.002, 0.000, 0.001, 0.017, 0.000, -0.001, 0.000, 0.000, 0.000, 0.000, 0.000, 0.000, 0.002, 0.000, 0.002, 0.025, 0.000, -0.001, 0.000, 0.000, 0.002, 0.014, 0.001, 0.000, 0.101, 0.000, 0.000, 0.000, 0.000, 0.000, 0.000, 0.000, 0.000, 0.000],
  "total_charge": 0,
  "multiplicity": 6,
  "e_lumo_ev": [0.53, -1.96],
  "gap_ev": [8.86, 5.54],
  "e_above_lowest_kcal_mol": 20.7,
  "energy_ev": -94045.25351,
  "homo_energy_ev": [-8.33, -7.50]
}